No. 1
C21H19N5OPdS as an isolated structure, computed with ωB97M-V with the def2-TZVPD basis set.

Cartesian coordinates (Å):
Pd: 0.421922 0.716383 0.102855
S: 0.301756 4.567075 -1.991926
C: -1.220240 4.279289 -1.287025
C: -1.298542 3.099264 -0.593563
C: -0.060084 2.422167 -0.683588
C: 0.913997 3.091586 -1.372401
C: 2.217902 2.481786 -1.373372
C: 3.388080 2.903502 -1.982643
C: 4.536672 2.146304 -1.824999
C: 4.503300 0.980187 -1.073266
C: 3.313461 0.602249 -0.489282
N: 2.204150 1.335890 -0.640786
H: -2.004612 5.009727 -1.415805
H: -2.185086 2.760359 -0.076976
H: 3.394014 3.811326 -2.569516
H: 5.459741 2.465482 -2.289934
H: 5.382095 0.366907 -0.939373
H: 3.213036 -0.309463 0.087642
C: 0.675349 1.535210 2.077907
C: 0.430588 0.215894 2.548622
C: 1.498954 -0.673375 2.822246
C: 1.238378 -1.967711 3.194486
C: -0.094733 -2.391195 3.291376
C: -1.166561 -1.530876 3.048183
C: -0.905886 -0.228479 2.681246
C: -0.373122 -3.757121 3.637815
N: -0.620481 -4.850553 3.885939
H: 1.659083 1.987862 2.117467
H: -0.160562 2.227991 2.042532
H: 2.518653 -0.317225 2.741863
H: 2.037460 -2.663551 3.406816
H: -2.178785 -1.891218 3.166733
H: -1.716773 0.468793 2.507520
C: -3.637005 -2.916506 -2.203850
N: -2.487654 -2.245154 -1.614103
C: -1.338174 -2.932989 -1.043091
C: -0.507359 -1.755151 -0.590722
O: 0.586547 -1.774385 -0.041039
N: -1.159994 -0.596256 -0.858867
C: -2.332821 -0.935443 -1.447639
N: -3.216135 -0.022778 -1.829768
H: -3.308055 -3.867681 -2.614832
H: -4.031787 -2.328992 -3.031569
H: -4.418088 -3.095430 -1.465063
H: -0.809271 -3.538488 -1.780672
H: -1.612636 -3.566495 -0.196339
H: -2.966604 0.949618 -1.765176
H: -4.084066 -0.268337 -2.274075

Forces on atoms 1 to 2 (eV/Å):
Pd 0.05 -0.64 -0.68
S 0.15 -0.06 0.02

The LUMO energy is -8.31 eV. As for the relative energy (zero: lowest compared OMol25 entry of this formula, charge and spin): 0.0 kJ/mol. As for the total charge: +2. For the maximum force, the calculation gives 0.0182 hartree/bohr. The calculation puts the total energy at -1686.1618 Ha.



No. 2
C21H20AsCl2N2OSSn as an isolated structure, computed with ωB97M-V with the def2-TZVPD basis set.

Cartesian coordinates (Å):
Sn: -0.104082 -0.261857 -0.378370
Cl: 0.405927 -0.459434 4.628722
C: 1.718738 -0.424946 3.520823
C: 3.032010 -0.390986 4.018891
C: 4.105064 -0.345413 3.173892
Cl: 5.706071 -0.263780 3.812644
C: 3.903888 -0.356512 1.772460
C: 4.937011 -0.339987 0.815313
C: 4.632989 -0.350212 -0.522539
C: 3.288708 -0.352090 -0.909813
N: 2.300401 -0.363505 -0.039782
C: 2.572829 -0.393704 1.290137
C: 1.451128 -0.414701 2.164192
O: 0.216744 -0.410013 1.685947
H: 3.181419 -0.399827 5.089755
H: 5.965052 -0.316344 1.149676
H: 5.410682 -0.358812 -1.272437
H: 3.013351 -0.347584 -1.959244
S: -5.072341 -0.516675 0.220131
C: -4.542076 0.992930 0.826427
C: -3.208003 1.125916 0.629789
N: -2.611590 0.055370 0.011882
C: -3.479955 -0.883129 -0.251323
H: -5.229071 1.686620 1.282149
H: -2.602624 1.971171 0.919117
H: -3.219411 -1.813946 -0.735020
C: -0.789682 4.219358 0.013115
As: 0.350709 2.634975 -0.177640
C: 1.307015 3.122167 -1.806278
C: 1.651749 2.971217 1.274540
C: 2.534214 4.169784 1.106338
C: 2.256881 5.372822 1.748244
C: 3.108360 6.459204 1.605542
C: 4.244057 6.359660 0.816615
C: 4.531907 5.163180 0.174513
C: 3.684386 4.077708 0.322489
H: -0.150863 5.101175 -0.005273
H: -1.325778 4.178721 0.959717
H: -1.504339 4.265381 -0.805994
H: 1.863174 4.045765 -1.661655
H: 0.583912 3.255237 -2.610163
H: 1.996603 2.327601 -2.090907
H: 2.262502 2.076047 1.352654
H: 1.056206 3.041669 2.186232
H: 1.374377 5.459944 2.372131
H: 2.891945 7.384756 2.122871
H: 4.909793 7.205467 0.709306
H: 5.420128 5.073700 -0.437679
H: 3.926284 3.132415 -0.153837

Forces on atoms 1 to 2 (eV/Å):
Sn 0.10 -0.17 0.17
Cl -0.06 0.01 0.07

The LUMO energy is -3.34 eV. As for the relative energy (zero: lowest compared OMol25 entry of this formula, charge and spin): 11.8 kJ/mol. As for the total charge: +1. For the maximum force, the calculation gives 0.0151 hartree/bohr. The calculation puts the total energy at -4765.4769 Ha.



No. 3
The molecule C21H20BrN7O in a non-equilibrium geometry, computed with ωB97M-V with the def2-TZVPD basis set.

Cartesian coordinates (Å):
N: 4.976686 1.421442 -1.963894
C: 3.841395 1.965493 -2.434298
N: 3.981670 3.249634 -2.507174
C: 2.920358 3.904595 -2.932544
N: 1.793620 3.333564 -3.364887
C: 1.700792 2.019697 -3.342877
C: 0.447915 1.425958 -3.658053
C: 0.278449 0.030367 -3.500828
C: -1.069273 -0.616700 -3.692231
N: -1.717898 -0.823757 -2.413876
C: -2.170750 0.375654 -1.756304
C: -3.155276 0.168987 -0.597904
N: -2.584091 -0.811867 0.361890
C: -3.038949 -0.701183 1.781752
C: -1.980995 -0.767051 2.889611
N: -2.262758 -1.209033 4.066817
C: -1.099882 -1.036463 4.789762
C: -0.845556 -1.275310 6.153527
C: 0.448965 -1.091996 6.678911
C: 1.437127 -0.575881 5.840863
Br: 3.180406 -0.267153 6.541594
C: 1.179289 -0.280401 4.531499
C: -0.086143 -0.518702 4.021229
N: -0.673422 -0.337402 2.788775
C: -2.223456 -2.122629 -0.250650
C: -1.667382 -2.023759 -1.702178
O: -1.245115 -3.018435 -2.246735
C: 1.356414 -0.752840 -3.029120
C: 2.565969 -0.142531 -2.629767
C: 2.716869 1.270140 -2.813928
H: 5.191710 0.527337 -2.364966
H: 5.696913 2.118929 -1.955702
H: 3.025784 5.015947 -2.939574
H: -0.338536 2.105809 -3.997863
H: -0.963867 -1.576375 -4.197619
H: -1.661308 -0.010678 -4.385798
H: -1.264828 0.901517 -1.371483
H: -2.650817 1.053313 -2.444334
H: -4.087817 -0.245929 -0.962164
H: -3.391019 1.119209 -0.087887
H: -3.815986 -1.446621 1.923949
H: -3.507199 0.279328 1.921483
H: -1.628414 -1.670367 6.755798
H: 0.698351 -1.319901 7.716857
H: 1.941066 0.139034 3.935543
H: -0.223857 0.025367 1.947250
H: -3.148305 -2.693042 -0.330387
H: -1.501118 -2.665143 0.385839
H: 1.234616 -1.805485 -2.923942
H: 3.389657 -0.644688 -2.233980

Forces on atoms 1 to 2 (eV/Å):
N 0.41 -1.87 0.33
C 1.95 0.33 0.35

The LUMO energy is -0.06 eV. As for the relative energy (zero: lowest compared OMol25 entry of this formula, charge and spin): 0.0 kJ/mol. For the maximum force, the calculation gives 0.0685 hartree/bohr. The calculation puts the total energy at -3844.8206 Ha.



It is found that the HOMO level values, taken in the order of the records, are -0.5348; -0.3924; -0.3158 Eh.